A cluster of 19 separate species, C50H45BrCl72N3O4P in total at a distorted geometry. Source: the OMol25 dataset; level of theory: the ωB97M-V functional and the def2-TZVPD basis.

- E: -38445.71801 hartree
- Highest occupied orbital energy: -0.3130 hartree
- LUMO level: -1.44 eV

Each line ends with the Löwdin charge.
CARTESIAN COORDINATES (ANGSTROEM)
C 8.17456 -4.15671 2.80724  -0.126
C 7.88131 -2.73606 2.02180  -0.189
C 7.54911 -3.01788 0.43133  -0.329
C 8.53179 -2.22610 -0.58484  -0.115
C 5.97223 -2.82670 0.15675  -0.103
C 5.07468 -4.17289 0.19698  -0.012
C 3.49956 -4.20824 0.00254  -0.206
C 2.76314 -2.81868 -0.24929  -0.041
C 3.59984 -1.43817 -0.33182  -0.002
C 5.21040 -1.45890 -0.10679  -0.266
P 6.16637 0.18395 -0.15094  0.599
O 6.10953 0.82477 -1.78426  -0.415
Br 5.14037 1.65114 1.29364  0.228
C 2.73128 -0.11207 -0.64247  -0.267
O 3.14427 0.93989 -1.27501  -0.036
C 1.17563 -0.11414 -0.16599  -0.030
C 0.47572 1.27982 0.14433  0.059
C -1.07314 1.36312 0.63228  -0.082
C -1.70768 2.83630 0.87045  -0.161
C -2.42053 3.06351 2.30678  -0.197
C -4.03746 3.18949 2.27474  -0.210
C -4.64988 4.11185 1.08539  -0.217
N -5.62264 3.32642 0.25219  -0.011
C -5.11323 3.01693 -1.10806  -0.449
N -5.42719 1.81380 -1.67184  0.065
N -4.30941 3.94383 -1.96859  0.051
C -1.82861 -0.02648 0.78768  -0.072
C -3.37920 -0.07839 1.24876  -0.089
C -1.15024 -1.46578 0.48483  -0.030
C -1.98951 -2.84088 0.69185  -0.182
C -3.01843 -3.18772 -0.50954  -0.171
C -3.30327 -4.81043 -0.40759  -0.190
C -3.58939 -5.25797 1.14689  -0.208
C -4.45513 -6.65752 1.23399  -0.199
C -3.57933 -7.87024 0.53807  -0.148
C -3.97199 -8.05422 -1.04898  -0.214
O -2.89661 -7.63666 -1.94485  -0.233
C -3.39120 -6.86795 -3.08017  -0.160
C 0.35420 -1.48948 -0.01885  0.014
C 1.16410 -2.85493 -0.41508  -0.231
O 0.55720 -3.91281 -0.85807  -0.004
H 7.60734 -4.15504 3.83363  0.080
H 9.31904 -4.28684 2.92996  0.076
H 7.78397 -5.07995 2.23480  0.062
H 6.96895 -2.27325 2.55662  0.109
H 8.85442 -2.12085 2.10929  0.105
H 7.77945 -4.15928 0.28456  0.123
H 7.96865 -1.72145 -1.47290  0.032
H 9.45513 -2.84742 -0.92895  0.087
H 8.98399 -1.33241 0.02794  0.076
H 5.62110 -5.17997 0.38179  0.073
H 2.88490 -5.18136 0.05423  -0.004
H 6.55548 0.17060 -2.40391  -0.026
H 1.11828 2.24843 0.00354  0.113
H -0.80589 3.58642 0.82838  0.113
H -2.35846 3.07793 -0.05041  0.091
H -2.17702 2.11488 2.95511  0.112
H -1.94839 3.95441 2.90153  0.089
H -4.34487 3.71493 3.27925  0.118
H -4.55926 2.14184 2.32648  0.016
H -5.26628 4.98799 1.56599  0.122
H -3.80056 4.62003 0.48756  0.082
H -5.97118 2.47736 0.72782  0.051
H -6.00924 1.25273 -1.02159  0.022
H -4.64313 3.73807 -2.94396  0.087
H -3.33087 3.56096 -1.97023  0.077
H -3.43712 -0.02606 2.41518  0.013
H -3.96696 -0.99557 0.87227  0.067
H -3.89645 0.85439 0.76181  0.072
H -2.64354 -2.70161 1.65620  0.114
H -1.23317 -3.68474 0.90553  0.086
H -2.56448 -2.95567 -1.54470  0.119
H -4.07639 -2.69921 -0.38388  0.109
H -4.26856 -5.09987 -0.99263  0.111
H -2.35746 -5.37073 -0.76786  0.117
H -2.56943 -5.47734 1.68160  0.056
H -4.11571 -4.42590 1.76585  0.105
H -4.67431 -6.93056 2.34378  0.031
H -5.46019 -6.48400 0.67710  0.108
H -2.43615 -7.68360 0.66758  0.115
H -3.85543 -8.83958 1.10616  0.102
H -4.24449 -9.17111 -1.18978  0.122
H -4.95814 -7.45444 -1.20061  0.111
H -2.87772 -7.31890 -4.03212  0.075
H -4.53262 -6.95047 -3.25951  0.058
H -3.10083 -5.73951 -3.05224  0.094
C 9.17707 -0.60283 -4.66231  -1.993
Cl 10.37243 -1.85656 -4.25823  0.522
Cl 7.53969 -1.21636 -4.33172  0.551
Cl 9.47794 0.84437 -3.67297  0.534
Cl 9.31651 -0.18372 -6.38528  0.486
C 11.01512 0.14143 -10.24061  -1.991
Cl 9.52363 0.42313 -9.31137  0.458
Cl 12.39339 0.86349 -9.37883  0.528
Cl 11.28130 -1.60806 -10.42382  0.482
Cl 10.86232 0.88905 -11.84718  0.529
C -0.95250 7.51501 2.67997  -1.987
Cl 0.51760 6.52473 2.75442  0.499
Cl -0.60408 9.03428 1.81696  0.482
Cl -2.21913 6.61438 1.81499  0.543
Cl -1.50445 7.88314 4.33056  0.517
C -9.35191 4.14152 -0.32886  -1.967
Cl -8.87872 2.91177 0.86676  0.496
Cl -8.98835 5.76074 0.31085  0.529
Cl -8.44073 3.88242 -1.83268  0.513
Cl -11.10125 4.00991 -0.65023  0.493
C -10.52412 2.95080 -5.09985  -1.988
Cl -9.04847 1.95742 -5.08059  0.520
Cl -10.20608 4.46550 -5.97644  0.499
Cl -11.82971 2.05768 -5.91426  0.522
Cl -11.01028 3.31960 -3.42747  0.414
C 8.12628 -3.55707 -11.69993  -2.000
Cl 9.32846 -4.80412 -11.29340  0.512
Cl 6.49218 -4.18009 -11.37395  0.518
Cl 8.41790 -2.10851 -10.71018  0.456
Cl 8.26788 -3.13627 -13.42251  0.518
C 4.62147 6.75933 2.16580  -2.001
Cl 3.57158 8.12602 1.72584  0.475
Cl 5.47240 6.17467 0.71771  0.524
Cl 5.80996 7.29077 3.37815  0.513
Cl 3.63153 5.44495 2.84271  0.489
C 4.04636 -9.03755 -0.78793  -1.998
Cl 4.08906 -7.27050 -0.67772  0.578
Cl 3.82576 -9.73257 0.83318  0.489
Cl 2.69535 -9.53257 -1.83312  0.532
Cl 5.57686 -9.62375 -1.47977  0.523
C 3.74815 12.11565 3.19149  -2.005
Cl 5.20629 11.09927 3.26398  0.498
Cl 4.12206 13.62816 2.33398  0.501
Cl 2.46113 11.24528 2.32487  0.486
Cl 3.20292 12.48905 4.84294  0.523
C -12.95606 7.66249 -4.81425  -2.012
Cl -12.31476 9.17483 -4.13144  0.514
Cl -14.71983 7.61088 -4.58833  0.514
Cl -12.57843 7.58911 -6.55118  0.510
Cl -12.21129 6.27540 -3.98697  0.475
C 7.23247 14.31087 -0.74978  -2.022
Cl 6.88681 15.95318 -0.15980  0.509
Cl 7.06396 13.15256 0.58928  0.487
Cl 6.08579 13.89211 -2.04361  0.512
Cl 8.89281 14.24615 -1.38500  0.513
C -4.89772 10.07095 3.00612  -1.993
Cl -4.98329 11.81925 3.32314  0.521
Cl -5.10016 9.18075 4.53318  0.509
Cl -6.19114 9.60933 1.87496  0.514
Cl -3.31666 9.67388 2.29364  0.459
C -6.54926 0.65730 4.54766  -1.977
Cl -4.79371 0.55596 4.27348  0.586
Cl -6.87494 1.77927 5.88852  0.534
Cl -7.35281 1.24768 3.07359  0.504
Cl -7.17772 -0.95526 4.95755  0.528
C -5.65960 -6.74010 5.75280  -2.015
Cl -4.60344 -7.79875 4.78968  0.534
Cl -7.26360 -7.49160 5.91513  0.516
Cl -4.94955 -6.50333 7.36639  0.516
Cl -5.82153 -5.16619 4.93922  0.505
C 1.62226 -6.14780 3.03030  -1.928
Cl -0.09632 -6.01167 2.59055  0.553
Cl 1.80902 -5.91960 4.78485  0.496
Cl 2.21762 -7.77524 2.59146  0.497
Cl 2.55183 -4.88054 2.18457  0.658
C 3.00057 -2.42236 6.82054  -1.990
Cl 2.91550 -4.05167 7.53101  0.508
Cl 4.70341 -1.96800 6.58448  0.489
Cl 2.16430 -2.41385 5.25064  0.509
Cl 2.21458 -1.25684 7.91587  0.494
C -5.85400 -6.89043 -6.23138  -2.016
Cl -5.91088 -8.54811 -5.58842  0.517
Cl -4.15926 -6.37515 -6.39343  0.535
Cl -6.64258 -6.84521 -7.82515  0.516
Cl -6.70347 -5.79316 -5.11814  0.515
C 6.40230 0.39580 9.53065  -2.005
Cl 6.44683 2.16721 9.68767  0.516
Cl 4.74491 -0.12462 9.14909  0.458
Cl 7.49830 -0.11127 8.22397  0.507
Cl 6.92043 -0.34836 11.06118  0.515

Atomic forces in eV per Å
C -0.2786 0.2673 0.1170
C 0.0346 -1.3611 0.0606
C -0.1280 -0.6999 0.0199
C 0.3527 1.4303 0.8283
C -3.7869 -0.4559 -0.4556
C -1.7120 2.5975 -0.5830
C 2.8952 4.1452 -1.3294
C 2.7059 0.2019 0.2306
C 0.6912 -3.5159 0.6885
C -3.2033 -2.5786 -0.3782
P 1.5152 -0.3656 -1.1806
O -0.1641 -1.6493 1.4431
Br -0.1853 -0.5965 -0.9976
C -0.1404 2.9871 -1.6918
O -1.4229 -5.3429 3.2050
C -2.7745 0.1880 1.0866
C -1.4405 -3.0988 0.1975
C 2.3154 -3.5048 -0.9473
C 1.2859 -0.2193 -0.0498
C -0.2223 -1.0716 0.5778
C -0.1791 0.7654 0.9992
C -0.3786 0.7288 1.6151
N 2.8603 0.8187 -2.6297
C -1.6402 -4.4918 -0.8028
N 0.6775 3.8783 1.8626
N -0.5124 -1.4957 0.7991
C 2.0533 -0.3896 -0.8804
C 0.6409 0.9428 -0.3466
C 2.1177 2.6658 -0.7652
C -0.1305 1.4908 0.5302
C -0.2078 -1.6576 0.2612
C -0.1604 0.4465 1.0919
C 0.0866 -0.7772 0.2204
C 1.1141 0.5350 -0.2493
C -0.7601 0.2934 -0.0347
C -0.5074 -0.2796 1.5036
O -2.2675 0.6028 0.0454
C 0.5001 -0.0966 -1.7035
C -0.7277 2.3258 0.6506
C -1.8458 -1.7753 -1.0514
O 2.9720 4.8368 2.3277
H 1.4189 -0.0132 -1.8266
H -2.0068 0.1229 0.0530
H 0.5431 1.5485 0.7705
H 1.6739 -0.3059 -1.0745
H -1.8986 -0.6418 -0.1233
H -0.7413 2.1341 0.1377
H 1.0966 -1.2930 1.4481
H -1.9574 0.8791 0.4477
H -0.8463 -1.5611 -1.2699
H -1.0012 2.0229 -0.3268
H 1.4330 2.1421 -0.8947
H -0.6879 0.9475 1.1619
H -1.4163 -2.0659 0.3177
H -1.6362 -1.5013 -0.1029
H 0.7512 -0.3771 1.6275
H -0.3967 1.7488 -1.1360
H -0.9298 -1.5619 -1.4470
H 0.6028 -1.0706 -1.7551
H 1.1230 2.1623 -0.4680
H 1.2756 -1.5700 -0.7741
H -1.6242 -1.0965 0.5890
H 0.5054 0.7476 -0.5897
H 0.3722 0.4769 -0.3177
H 0.2992 0.1703 1.3526
H -1.1770 0.5503 0.1470
H 0.1169 -0.1017 -2.4590
H 1.2932 1.3923 0.6316
H 0.9081 -1.7016 1.1110
H 1.4167 -0.2360 -1.7067
H -1.2861 1.3386 -0.6569
H -0.7928 -0.2072 1.7245
H 2.2186 -0.4978 -0.2256
H 1.9227 0.5366 0.6968
H -1.7895 0.7791 0.3703
H -1.8823 0.5255 -0.9481
H 0.7538 -1.3491 -1.1878
H 0.3818 0.6503 -2.0935
H 1.6308 -0.4973 0.9485
H -2.0453 -0.2897 -0.3130
H 0.5495 1.4493 -1.0433
H 0.6449 1.7022 -0.1452
H 1.8141 -0.8977 -0.0471
H -0.9448 0.8466 1.7776
H 1.8291 0.0451 0.5628
H -0.4610 -1.9692 0.2943
C 0.1718 0.1535 -0.0018
Cl -0.2700 0.2352 -0.0785
Cl 0.1611 0.0414 -0.0864
Cl -0.1118 -0.3299 -0.1671
Cl -0.0066 -0.2200 0.6675
C 0.2493 -0.1335 -0.1403
Cl 0.2426 0.2006 -0.3854
Cl -0.3290 -0.1312 -0.1419
Cl 0.9019 0.6128 0.1771
Cl -0.0133 -0.1684 0.3571
C 0.0234 -0.1626 0.1565
Cl -0.3237 0.2402 -0.0289
Cl 0.5626 -0.4558 -0.0123
Cl 0.2441 0.1035 0.0872
Cl 0.2416 -0.1863 -0.2525
C 0.2808 0.1237 -0.2666
Cl -0.3312 0.2342 -0.2229
Cl -0.1025 -0.3692 -0.1042
Cl 0.1396 0.1304 0.6942
Cl 0.2813 0.1641 0.6663
C -0.0782 0.0028 -0.0879
Cl -0.2717 0.2031 0.0513
Cl 0.0429 -0.3984 0.0923
Cl 0.2420 0.1638 0.1301
Cl -0.1772 -0.3981 -1.1009
C -0.1055 0.1047 0.0284
Cl -0.1863 0.2284 -0.0643
Cl 0.3241 0.0854 -0.0749
Cl -1.0906 -0.6299 -0.4078
Cl -0.0083 -0.0801 0.3443
C 0.0276 0.0509 -0.1702
Cl 0.2951 -0.3350 0.1078
Cl -0.2011 0.0965 0.3431
Cl -0.2449 -0.1096 -0.2127
Cl 0.2590 0.1443 -0.0911
C -0.0743 -0.1941 -0.1057
Cl 0.0321 -0.3485 -0.0847
Cl 0.2442 -0.1556 -0.4293
Cl 0.2857 0.1221 0.2460
Cl -0.2837 0.1140 0.1492
C 0.0404 0.0786 0.0042
Cl -0.2787 0.1987 -0.0220
Cl -0.1839 -0.3085 0.2332
Cl 0.1732 0.2336 0.1790
Cl 0.1034 -0.0970 -0.3407
C 0.0217 -0.0294 0.0933
Cl -0.1262 -0.2802 -0.1421
Cl 0.3386 0.0160 -0.0561
Cl -0.0659 0.0032 0.3281
Cl -0.3053 0.4622 -0.1259
C 0.0242 -0.0660 0.0097
Cl 0.0532 -0.3132 -0.1019
Cl 0.1156 0.2263 -0.3343
Cl 0.2235 0.0869 0.2673
Cl -0.3298 0.0264 0.1189
C -0.0157 -0.0022 -0.0919
Cl 0.0117 -0.3475 -0.0534
Cl 0.0397 0.1497 -0.2775
Cl 0.2166 0.0735 0.2167
Cl -1.1148 0.6320 0.2146
C 0.0106 -0.0638 0.2254
Cl -0.5944 -0.0833 0.5165
Cl 0.0685 -0.2298 -0.3316
Cl 0.2288 -0.1447 0.2887
Cl 0.1370 0.3422 -0.1123
C -0.0059 -0.0237 0.0381
Cl -0.1895 0.1562 0.3354
Cl 0.3293 0.1576 -0.0422
Cl -0.1441 -0.0431 -0.3421
Cl 0.0459 -0.2852 0.1223
C -0.1086 -0.0820 0.4912
Cl 0.3635 -0.0162 0.0436
Cl -0.0923 -0.1280 -0.2718
Cl -0.2433 0.8531 0.0654
Cl -0.8638 -0.8607 1.8583
C 0.0754 -0.0216 -0.1970
Cl 0.0206 0.3393 -0.0667
Cl -0.4111 -0.3281 -0.2425
Cl 0.1768 0.0814 0.3653
Cl -0.0960 -0.3262 -0.3035
C 0.0177 -0.0056 -0.0433
Cl 0.0127 0.3221 -0.1171
Cl -0.3885 -0.0581 -0.0566
Cl 0.1584 -0.0077 0.3341
Cl 0.1627 -0.2065 -0.2069
C -0.1196 0.0254 0.0793
Cl 0.0147 -0.3433 -0.0391
Cl 0.6287 0.4239 0.4664
Cl -0.1960 0.0848 0.2205
Cl -0.0780 0.1410 -0.2999